# 1
Molecular formula: H10InO5
Method: DFT, wB97M-V/def2-TZVPD

Geometry as XYZ:
```
16
Properties=species:S:1:pos:R:3:forces:R:3:lowdin_charge:R:1
In -9.511319 7.601691 15.895774 0.886 0.483 -1.789 1.830
O -9.630336 6.342313 13.397821 0.005 0.658 0.712 -0.016
H -9.382940 5.405643 13.268948 0.131 0.322 0.106 0.104
H -9.383808 6.790819 12.561077 -0.091 -0.050 0.316 0.124
O -8.714175 9.391638 17.778000 -0.403 -0.914 -0.430 -0.005
H -8.907056 10.354062 17.843497 -0.163 -0.351 -0.359 0.136
H -7.893673 9.242177 18.296151 -0.215 -0.136 -0.301 0.126
O -11.563950 8.924493 14.618958 0.598 -0.717 0.677 -0.012
H -12.458232 9.012738 15.012644 0.336 -0.093 0.075 0.124
H -11.551870 9.520672 13.840430 0.351 -0.142 0.256 0.126
O -9.410484 4.790595 15.903628 0.129 0.983 0.169 -0.019
H -8.857086 4.187587 16.444038 -0.111 0.402 0.066 0.127
H -9.785317 4.238735 15.192540 -0.187 0.227 0.221 0.103
O -7.076721 8.826865 15.234353 -0.902 -0.495 -0.040 -0.002
H -7.116021 9.424787 14.454525 0.042 -0.197 0.281 0.122
H -6.222333 8.343555 15.142837 -0.406 0.020 0.041 0.133
```
Forces are in eV/Å.

Output
Gap between HOMO and LUMO: 5.9 eV
Energy relative to the best compared isomer or geometry (same formula, charge and spin): 0.0 kJ/mol
Maximum force: 2.1 eV/A
Calculated total energy: -15536.7466 eV
Net charge: +3



# 2
Molecular formula: H10MgO9S
Method: DFT, wB97M-V/def2-TZVPD

Geometry as XYZ:
```
21
Properties=species:S:1:pos:R:3:forces:R:3:mulliken_spin:R:1
Mg 0.990940 -4.768030 13.621510 0.424 0.362 1.193 -0.008
S -0.462380 -5.961060 11.132390 0.593 1.082 -0.988 -0.104
O -0.145430 -4.877390 10.201490 -0.267 -0.188 -0.250 0.340
O 0.506170 -5.813660 12.250930 -0.532 -1.529 -0.406 -0.010
O -1.854380 -5.883250 11.526890 -0.281 0.124 0.715 0.352
O -0.270730 -7.256300 10.513570 0.147 -0.756 -0.475 0.428
O 1.106660 -3.038240 12.648020 0.146 0.766 -0.509 0.002
H 0.577670 -2.240500 12.651680 -0.239 0.199 -0.029 0.000
H 1.729690 -2.909780 11.932780 0.144 -0.128 -0.512 0.000
O -0.870040 -4.295140 14.163810 -0.439 0.494 0.537 0.001
H -1.580180 -4.775930 14.589000 -0.248 -0.476 -0.061 0.000
H -1.197990 -3.398990 14.089140 -0.236 0.291 -0.180 0.000
O 2.985010 -5.043960 13.377950 0.421 0.164 0.181 0.000
H 3.442980 -5.403610 14.137650 0.183 -0.165 0.392 0.000
H 3.541290 -5.270930 12.632780 -0.033 -0.121 -0.521 0.000
O 0.974490 -6.418460 14.924330 0.054 0.154 0.168 0.000
H 0.715710 -7.214200 14.459500 -0.064 -0.396 -0.522 0.000
H 0.731330 -6.582920 15.835410 0.042 0.123 0.409 0.000
O 1.556390 -3.468110 15.146090 0.051 -0.058 0.726 0.000
H 0.965120 -3.132860 15.820060 -0.277 -0.059 0.325 0.000
H 2.309420 -2.877780 15.172240 0.408 0.114 -0.193 0.000
```
Forces are in eV/Å.

Output
Gap between HOMO and LUMO (alpha / beta): 9.7 / 7.4 eV
Energy relative to the best compared isomer or geometry (same formula, charge and spin): 0.0 kJ/mol
Maximum force: 1.7 eV/A
Calculated total energy: -34866.1302 eV
Net charge: +1
Spin multiplicity: 2
⟨S²⟩: 0.76



# 3
Molecular formula: H10O4S2
Method: DFT, wB97M-V/def2-TZVPD

Geometry as XYZ:
```
16
Properties=species:S:1:pos:R:3:forces:R:3:lowdin_charge:R:1
S -2.155736 -0.976590 0.583843 -0.609 -1.275 0.146 0.263
S -1.935415 0.888609 1.242176 -0.193 1.540 -0.176 0.235
H -1.265265 -1.029700 -0.397348 0.410 0.112 -0.213 -0.246
H -1.201997 0.762201 2.344628 0.343 -0.401 0.234 -0.206
H 0.541774 -0.640518 -2.152673 -0.059 -0.234 0.526 0.057
H 0.847009 -1.211013 -0.701479 0.102 0.092 0.128 -0.004
O 1.064100 -1.277639 -1.642022 -0.157 -0.200 -0.489 -0.071
H 2.455380 0.734069 -3.334224 0.173 0.403 0.059 0.059
H 2.395988 -0.121436 -2.100561 0.105 0.639 0.297 0.026
O 2.555386 0.811520 -2.376139 0.003 -0.848 -0.649 -0.076
H 1.952357 2.054101 -1.189117 0.706 0.478 0.277 -0.009
H 1.001255 2.006595 -0.109555 -0.090 0.425 0.625 -0.001
O 1.810311 2.492600 -0.321787 -0.670 -0.812 -0.667 -0.090
H 2.157723 -2.384294 1.103526 0.177 0.188 0.204 0.056
H 1.732174 -1.045641 1.809445 0.332 -0.098 0.057 0.054
O 1.462954 -1.726469 1.189670 -0.573 -0.009 -0.359 -0.047
```
Forces are in eV/Å.

Output
Gap between HOMO and LUMO: 9.9 eV
Energy relative to the best compared isomer or geometry (same formula, charge and spin): 49.7 kJ/mol
Maximum force: 1.6 eV/A
Calculated total energy: -30022.6323 eV



# 4
Molecular formula: H10O5
Method: DFT, wB97M-V/def2-TZVPD

Geometry as XYZ:
```
15
Properties=species:S:1:pos:R:3:forces:R:3:lowdin_charge:R:1
O -0.546067 0.991200 0.627533 -2.664 -1.229 0.565 -0.045
H 0.186933 1.520200 0.476533 2.238 1.508 -0.382 0.000
H -0.214067 0.112200 0.867533 0.245 0.473 -0.312 -0.020
O 0.354933 -1.459800 0.874533 0.318 0.441 1.175 -0.016
H 0.567933 -1.909800 0.070533 -0.354 -0.673 -0.653 0.073
H -0.429067 -1.789800 1.323533 0.061 -0.586 -0.405 0.092
O 0.480933 1.059200 -2.155467 0.063 -0.911 -0.083 -0.065
H 0.305933 0.101200 -2.133467 0.302 0.550 -0.192 0.036
H -0.273067 1.381200 -1.658467 -0.399 0.405 0.120 -0.015
O -2.715067 1.826200 -1.777467 0.655 -1.421 -0.027 -0.041
H -3.307067 2.477200 -1.457467 -0.857 1.260 0.331 0.015
H -2.835067 1.114200 -1.128467 0.308 0.175 -0.256 0.041
O 2.917933 -1.528800 2.182533 1.286 1.325 1.116 -0.034
H 2.092933 -1.560800 1.739533 -1.150 -0.557 -0.696 -0.042
H 3.411933 -2.333800 2.148533 -0.053 -0.759 -0.301 0.022
```
Forces are in eV/Å.

Output
Gap between HOMO and LUMO: 10.8 eV
Energy relative to the best compared isomer or geometry (same formula, charge and spin): 131.5 kJ/mol
Maximum force: 3.0 eV/A
Calculated total energy: -10399.4869 eV



# 5
Molecular formula: H10O5
Method: DFT, wB97M-V/def2-TZVPD

Geometry as XYZ:
```
15
Properties=species:S:1:pos:R:3:forces:R:3:lowdin_charge:R:1
H 0.278073 -1.366034 -0.502733 -1.466 -0.451 0.145 0.029
H -0.563025 -2.539382 -0.986653 -0.431 -0.029 0.207 0.060
H 0.854036 0.571833 -1.016263 -0.061 0.801 -0.053 -0.012
H 2.061805 -0.163683 -0.504661 1.034 0.184 0.858 0.041
H -0.086081 2.804745 -0.215792 0.225 0.695 0.117 0.067
H -0.879541 1.568573 -0.592447 0.621 0.018 0.565 0.064
H -1.909135 0.067323 1.279094 -0.942 1.113 -1.565 0.084
H -1.631015 -0.473504 -0.040786 -1.148 0.918 -0.219 0.018
H 0.774931 0.524789 1.180601 -0.999 0.636 -0.648 -0.009
H 1.120252 -0.971719 1.326486 -0.752 -1.191 -0.351 0.009
O -0.597179 -1.873752 -0.286227 1.854 0.451 -0.534 -0.109
O 1.334085 -0.251024 -1.092420 -0.275 -1.346 -1.505 -0.039
O 0.045036 1.890408 -0.439219 -1.262 -0.306 -0.278 -0.055
O -2.165072 0.311800 0.327426 1.885 -2.129 1.631 -0.129
O 1.362824 -0.100369 1.563596 1.718 0.636 1.630 -0.020
```
Forces are in eV/Å.

Output
Gap between HOMO and LUMO: 11.8 eV
Energy relative to the best compared isomer or geometry (same formula, charge and spin): 83.2 kJ/mol
Maximum force: 3.3 eV/A
Calculated total energy: -10399.9872 eV



# 6
Molecular formula: H10O5
Method: DFT, wB97M-V/def2-TZVPD

Geometry as XYZ:
```
15
Properties=species:S:1:pos:R:3:forces:R:3:lowdin_charge:R:1
H 1.957881 -0.162192 -0.402418 -0.505 0.801 0.415 -0.019
H 1.165481 1.029069 0.224440 0.548 -0.999 -0.154 0.061
H -2.833613 -1.668835 0.414646 -0.135 -0.256 -2.168 0.089
H -3.239522 -0.811926 -0.710190 -1.211 3.569 -0.894 -0.027
H -0.748316 -1.899906 0.047941 -0.916 -0.207 -1.114 -0.011
H 0.100136 -2.264728 1.205179 -0.518 2.076 -0.838 0.095
H -1.570173 2.218438 -0.314745 0.031 -0.785 -0.601 0.009
H -2.454262 3.485052 -0.255734 0.082 -0.208 -0.110 0.035
H 3.513774 -0.626427 -0.989459 0.432 0.418 0.665 0.066
H 4.382897 0.623577 -0.667487 -2.033 -1.470 1.114 0.118
O 1.250713 0.048574 0.213540 -0.232 2.456 -0.303 -0.116
O -2.955812 -1.662010 -0.594943 1.334 -3.321 3.091 -0.046
O -0.210756 -1.444899 0.679151 -0.358 -3.879 2.495 -0.104
O -1.728967 3.014634 0.166000 -0.079 0.955 0.711 -0.046
O 3.610537 0.053436 -0.282770 3.560 0.850 -2.307 -0.103
```
Forces are in eV/Å.

Output
Gap between HOMO and LUMO: 9.9 eV
Energy relative to the best compared isomer or geometry (same formula, charge and spin): 304.9 kJ/mol
Maximum force: 4.7 eV/A
Calculated total energy: -10397.6899 eV



# 7
Molecular formula: H10O5
Method: DFT, wB97M-V/def2-TZVPD

Geometry as XYZ:
```
15
Properties=species:S:1:pos:R:3:forces:R:3:lowdin_charge:R:1
O -3.550133 1.013067 -1.159467 1.840 -9.577 0.515 -0.039
H -3.631133 1.867067 -1.172467 0.281 7.457 0.257 -0.088
H -2.672133 0.557067 -0.863467 -1.976 2.071 -0.783 0.061
O 2.280867 -0.633933 2.578533 1.027 -0.660 -0.608 -0.101
H 3.098867 -1.113933 2.278533 -1.362 0.805 0.315 0.060
H 1.621867 -0.717933 1.860533 0.498 -0.120 0.389 -0.003
O 0.003867 -1.770933 1.367533 -0.028 -0.825 1.205 -0.110
H -0.714133 -1.301933 1.882533 1.333 -1.261 -0.456 0.100
H 0.417867 -2.548933 1.875533 -1.420 2.026 -0.753 0.109
O -0.834133 -0.134933 -0.724467 -0.814 2.672 -1.363 -0.031
H -0.329133 -0.763933 -0.294467 1.205 -2.688 1.576 -0.042
H -0.146133 0.544067 -0.855467 -0.521 0.122 -0.354 0.033
O 1.502867 1.360067 -1.908467 -0.487 -0.723 -0.514 -0.018
H 1.754867 2.243067 -2.053467 1.431 2.607 1.569 0.020
H 1.195867 1.402067 -2.811467 -1.007 -1.905 -0.995 0.051
```
Forces are in eV/Å.

Output
Gap between HOMO and LUMO: 11.0 eV
Energy relative to the best compared isomer or geometry (same formula, charge and spin): 199.5 kJ/mol
Maximum force: 9.8 eV/A
Calculated total energy: -10398.7819 eV